[1]
{"formula": "H16O8", "method": "ωB97M-V/def2-TZVPD", "species": ["O", "H", "H", "O", "H", "H", "O", "H", "H", "O", "H", "H", "O", "H", "H", "O", "H", "H", "O", "H", "H", "O", "H", "H"], "coordinates": [[1.51699, 1.43754, -1.88579], [1.46670, 0.80747, -1.16696], [1.84370, 0.92916, -2.62811], [-1.83406, -1.92756, -0.63827], [-0.92972, -1.72045, -0.87384], [-2.22027, -1.08369, -0.40383], [-1.15878, -0.35607, 3.15528], [-1.87567, 0.24408, 2.95003], [-0.53626, 0.17473, 3.65223], [-2.87406, 0.40905, 0.58564], [-2.97345, 1.21642, 1.09014], [-3.75899, 0.04785, 0.53401], [-1.08512, 2.07524, -1.87754], [-0.31063, 1.53087, -2.01912], [-1.08225, 2.25688, -0.93773], [1.19480, -1.08123, -2.91613], [0.96798, -1.52200, -2.09729], [1.57352, -1.76992, -3.46248], [3.38570, -0.07994, 2.70098], [4.17860, -0.58474, 2.88188], [3.16908, -0.29061, 1.79272], [0.61917, -0.15641, 0.18016], [0.96968, -0.67647, 0.90328], [-0.24658, 0.11984, 0.48081]], "atomic_forces_ev_per_a": [[-0.5, 1.8, -0.1], [-0.2, -0.9, 1.3], [0.1, -0.7, -1.0], [0.0, -0.3, -0.3], [0.2, 0.0, 0.0], [-0.1, 0.2, 0.2], [0.2, -0.1, -0.5], [-0.3, 0.0, 0.1], [0.2, 0.1, 0.4], [0.5, 0.3, -0.1], [-0.2, 0.3, 0.1], [-0.4, -0.2, 0.0], [-0.8, 0.9, -0.7], [1.5, -1.5, -0.6], [-0.3, 0.3, 1.1], [0.0, 0.5, 0.1], [0.0, -0.2, 0.3], [0.1, -0.2, -0.4], [-0.4, 0.2, 0.0], [0.3, -0.1, 0.1], [0.2, 0.0, -0.2], [0.3, 0.2, -0.8], [0.0, -0.3, 0.4], [-0.5, -0.1, 0.5]], "lumo_energy_ev": [-3.79, -10.98], "multiplicity": 2, "total_charge": 1, "s_squared": 0.76, "orbital_gap_ev": [10.7062, 3.4469]}

[2]
{"formula": "C8H17N2P", "method": "ωB97M-V/def2-TZVPD", "species": ["C", "C", "C", "C", "N", "C", "P", "N", "C", "C", "C", "H", "H", "H", "H", "H", "H", "H", "H", "H", "H", "H", "H", "H", "H", "H", "H", "H"], "coordinates": [[0.85071, -2.63983, 0.22195], [1.56438, -1.29847, 0.37312], [0.90988, -0.23587, -0.49669], [0.98474, -0.54210, -1.92018], [1.12873, -1.03148, -2.93809], [1.69566, 1.15961, -0.26051], [3.43129, 0.72758, 0.42598], [-0.45999, -0.16500, -0.05384], [-1.42600, 0.58454, -0.77232], [-1.65606, 1.86617, 0.05379], [-2.72097, -0.21017, -1.05021], [0.96045, -3.08356, -0.80112], [-0.11707, -2.53748, 0.53592], [1.40037, -3.30709, 0.83607], [1.51629, -1.10428, 1.55269], [2.64178, -1.18511, 0.08778], [1.07661, 1.67643, 0.52718], [1.84645, 1.84963, -1.20018], [3.87291, 1.94536, 0.10398], [3.86337, 0.22724, -0.80607], [-0.54596, 0.00888, 0.92035], [-1.01686, 0.68722, -1.85464], [-1.76755, 1.67486, 1.16370], [-0.72482, 2.51625, -0.03021], [-2.48566, 2.61938, -0.15677], [-3.29263, -0.42909, -0.23472], [-2.51560, -1.12834, -1.42766], [-3.33054, 0.30771, -1.78162]], "atomic_forces_ev_per_a": [[3.6, -0.3, -2.0], [0.3, -0.2, 1.2], [-0.1, 2.6, 1.6], [0.1, -0.9, 1.3], [0.1, -0.1, -1.4], [0.1, 0.2, -0.4], [-1.1, -0.1, 0.2], [-0.1, -1.2, -0.8], [-1.1, 0.4, -1.7], [0.4, 2.6, 0.2], [0.9, 2.8, -0.8], [-0.5, 0.6, 0.7], [-2.5, 0.0, 0.6], [0.2, -1.0, 0.8], [0.0, 0.4, -2.6], [-0.9, -1.6, 0.4], [1.0, -0.3, -0.8], [-0.7, -1.5, 1.8], [1.0, 2.0, -0.3], [0.3, -0.3, -0.3], [0.4, 0.0, 0.8], [-0.4, 0.8, 1.8], [0.1, -0.3, -1.2], [-1.0, -0.8, 0.2], [0.7, -1.4, -0.3], [-1.6, -0.1, 2.7], [1.1, -2.8, -1.5], [-0.2, 0.3, -0.1]], "lumo_energy_ev": 0.81, "smiles": "CC[C@](C#N)(CP)NC(C)C", "orbital_gap_ev": 9.7163}

[3]
{"formula": "C5H18N2O4", "method": "ωB97M-V/def2-TZVPD", "species": ["C", "C", "N", "C", "O", "N", "C", "C", "H", "H", "H", "H", "H", "H", "H", "H", "H", "H", "H", "H", "O", "H", "H", "O", "H", "H", "O", "H", "H"], "coordinates": [[0.86963, 2.63628, 0.57826], [0.01925, 1.38017, 0.55960], [-1.47765, 1.56104, 1.05390], [0.65890, 0.34569, 1.55159], [0.63064, 0.40155, 2.78662], [1.07039, -0.77635, 0.93695], [1.65592, -1.79005, 1.86984], [0.84064, -1.12996, -0.53080], [0.40037, 3.58208, 0.22553], [1.34122, 2.70062, 1.53063], [1.76274, 2.47909, 0.04355], [-0.20714, 0.91995, -0.47675], [-1.64060, 2.59503, 1.00011], [-1.49492, 1.38118, 2.01704], [1.62516, -2.82100, 1.49869], [2.69011, -1.52644, 1.93815], [1.18102, -1.85138, 2.81564], [-0.09892, -0.58006, -0.77712], [0.34185, -2.08195, -0.65106], [1.79151, -0.80158, -1.05418], [0.94584, -0.29897, -3.47140], [0.79296, -0.05001, -2.57641], [0.21008, -0.80938, -3.62854], [-1.37286, -1.68132, -2.60785], [-1.50199, -2.12461, -1.77486], [-1.94350, -0.93963, -2.83384], [-2.84818, -0.23600, -0.99526], [-2.72551, -0.38566, -0.06583], [-2.78320, 0.68614, -1.03461]], "atomic_forces_ev_per_a": [[-0.7, 0.2, -0.2], [-2.6, -0.5, 0.3], [1.9, 1.9, -2.0], [-1.7, -0.8, -0.5], [0.2, 1.2, -1.2], [0.0, -2.2, -0.2], [0.2, -0.4, -1.9], [-0.4, 2.1, 2.0], [0.2, -0.8, 0.4], [-0.4, 0.7, 1.4], [1.0, -0.3, -1.6], [1.1, 1.5, 1.9], [0.0, -1.2, 0.0], [0.1, -0.4, 1.8], [-0.2, 0.4, -0.6], [0.7, 0.0, 0.6], [-0.4, 0.6, 0.8], [1.4, 0.0, -0.5], [1.5, -1.0, 0.1], [-1.6, -1.2, 0.0], [2.7, 1.8, -0.4], [0.1, 0.5, 0.9], [-2.6, -2.2, -0.8], [1.3, -0.5, -1.9], [-1.0, 0.6, 0.1], [-0.4, -0.6, 1.2], [-0.5, -1.8, -0.4], [0.1, -0.1, 0.8], [0.1, 2.3, -0.1]], "lumo_energy_ev": 0.44, "smiles": "C[C@H](N)C(=O)N(C)C.O.O.O", "orbital_gap_ev": 10.0802}

[4]
{"formula": "C7H13N2O4", "method": "ωB97M-V/def2-TZVPD", "species": ["C", "C", "O", "C", "C", "N", "C", "O", "O", "N", "C", "C", "O", "H", "H", "H", "H", "H", "H", "H", "H", "H", "H", "H", "H", "H"], "coordinates": [[-2.17684, 1.12553, -0.96534], [-0.71706, 1.26159, -0.74826], [0.00069, 1.90307, -1.49208], [-0.07019, 0.51214, 0.43429], [1.02860, 1.41044, 1.03995], [2.05772, 1.55510, -0.01892], [2.80864, 0.27575, -0.29668], [3.06429, -0.06848, -1.40023], [3.24613, -0.19815, 0.84852], [0.62939, -0.59381, -0.15887], [0.22663, -1.78610, -0.36230], [-1.06449, -2.43179, 0.01551], [1.04444, -2.61566, -0.98770], [-2.33609, 0.57638, -1.89459], [-2.60391, 2.11522, -1.12701], [-2.68899, 0.62468, -0.15191], [-0.80423, 0.24568, 1.20203], [0.62712, 2.39102, 1.29885], [1.46459, 0.94926, 1.92798], [1.46665, 1.81162, -0.89720], [2.72914, 2.29484, 0.20501], [3.77956, -1.00299, 0.75830], [-1.58835, -2.73412, -0.88842], [-1.70215, -1.78633, 0.60700], [-0.84291, -3.34224, 0.57071], [1.83983, -2.18133, -1.33289]], "atomic_forces_ev_per_a": [[-0.2, 0.1, -0.3], [-0.1, -0.2, 0.5], [-0.1, 0.2, -0.2], [0.1, 0.0, 0.0], [-0.7, -0.3, 0.6], [0.2, -0.1, -0.5], [0.1, 0.0, -0.5], [0.3, 0.2, -0.1], [0.0, 0.2, 0.7], [0.0, -0.3, 0.0], [-0.2, 0.8, 0.3], [0.2, -0.1, 0.0], [0.1, -0.8, -0.3], [0.0, -0.1, 0.0], [0.0, 0.0, 0.0], [0.0, 0.0, 0.1], [0.0, 0.1, -0.1], [0.2, 0.0, -0.1], [0.0, 0.1, -0.2], [0.5, -0.2, 0.4], [0.0, -0.1, 0.0], [0.0, 0.1, -0.3], [-0.1, 0.0, -0.1], [0.0, 0.1, 0.1], [0.0, 0.0, 0.0], [-0.1, 0.3, 0.1]], "lumo_energy_ev": -3.03, "total_charge": 1, "smiles": "CC(=O)[C@H](C[NH2+]C(=O)O)/N=C(\\C)O", "orbital_gap_ev": 10.5983}

[5]
{"formula": "C19H42N3O6", "method": "ωB97M-V/def2-TZVPD", "species": ["C", "C", "C", "N", "C", "N", "C", "C", "C", "N", "H", "H", "H", "H", "H", "H", "H", "H", "H", "H", "H", "H", "C", "O", "C", "C", "O", "C", "H", "H", "H", "H", "H", "H", "H", "H", "H", "H", "C", "O", "C", "C", "O", "C", "H", "H", "H", "H", "H", "H", "H", "H", "H", "H", "C", "O", "C", "C", "O", "C", "H", "H", "H", "H", "H", "H", "H", "H", "H", "H"], "coordinates": [[-0.53421, -2.86987, 1.76705], [0.13105, -1.92050, 2.40587], [-0.18618, -0.49598, 2.29121], [-1.43400, -0.12073, 1.97894], [-1.44702, 1.26833, 1.95544], [-2.64203, 1.90884, 1.66023], [-3.81910, 1.32054, 2.36449], [-4.61220, 0.39835, 1.40498], [-0.22410, 1.72014, 2.26156], [0.54887, 0.56526, 2.45849], [-1.24961, -2.68636, 0.96891], [-0.34468, -3.90732, 2.01223], [0.92974, -2.23964, 3.06920], [-2.18415, -0.77085, 1.80456], [-2.53217, 2.88374, 1.91719], [-3.52333, 0.79620, 3.27768], [-4.48789, 2.13904, 2.62752], [-4.36530, -0.66193, 1.54125], [-5.66978, 0.58052, 1.59415], [-4.39086, 0.62452, 0.36082], [0.06947, 2.75085, 2.34042], [1.53123, 0.54754, 2.69112], [1.72063, -4.73513, -1.38257], [1.32981, -3.47270, -1.90132], [2.05212, -2.39097, -1.33932], [3.20296, -1.94433, -2.22100], [4.18435, -2.95467, -2.35907], [4.04942, -3.71043, -3.55591], [1.37938, -5.50220, -2.07551], [2.80336, -4.81767, -1.27590], [1.24727, -4.90356, -0.40808], [2.41175, -2.64955, -0.33646], [1.34885, -1.55551, -1.24013], [3.69092, -1.08641, -1.74564], [2.83981, -1.62202, -3.20166], [4.48616, -3.16069, -4.39507], [3.00785, -3.94395, -3.78125], [4.59708, -4.64238, -3.42527], [-6.71831, 4.61468, 0.22962], [-7.41014, 3.40950, 0.51571], [-8.68926, 3.34683, -0.10481], [-8.65922, 2.55289, -1.39666], [-7.84217, 3.16672, -2.38219], [-6.53715, 2.62177, -2.44770], [-5.66061, 4.45380, 0.44182], [-6.82238, 4.90991, -0.81566], [-7.08815, 5.42083, 0.87131], [-9.08086, 4.35326, -0.27756], [-9.36001, 2.84211, 0.59606], [-9.67365, 2.51155, -1.80238], [-8.32967, 1.52504, -1.21206], [-6.54830, 1.69142, -3.02589], [-6.12165, 2.42528, -1.45646], [-5.89896, 3.34256, -2.95765], [5.55136, 0.25923, 1.06759], [6.34881, -0.90331, 1.14851], [6.76141, -1.38378, -0.12805], [8.16341, -0.92912, -0.48254], [8.24855, 0.48216, -0.61400], [8.73458, 1.12516, 0.55372], [5.55975, 0.74141, 2.04573], [5.92841, 0.96752, 0.32734], [4.51633, -0.01168, 0.81333], [6.04749, -1.08039, -0.89973], [6.75256, -2.47550, -0.07659], [8.43160, -1.35808, -1.45198], [8.88632, -1.28960, 0.25576], [9.82612, 1.05521, 0.59228], [8.31465, 0.69775, 1.46617], [8.45366, 2.17634, 0.49781]], "atomic_forces_ev_per_a": [[-0.2, -0.2, -0.3], [0.7, 0.0, 0.4], [-0.8, -2.2, -0.4], [1.1, 1.0, 0.1], [-2.3, -0.3, -0.6], [0.6, 0.2, 1.1], [-0.5, -0.1, -1.2], [0.3, 0.1, 0.4], [0.4, -0.2, 0.0], [0.6, 1.2, 0.2], [-0.1, 0.1, 0.2], [0.1, 0.0, -0.2], [-0.1, 0.4, 0.1], [-0.2, 0.2, 0.0], [-0.2, 0.0, -0.3], [0.0, 0.1, 0.0], [0.2, 0.1, 0.1], [-0.3, 0.1, 0.1], [0.0, -0.4, -0.2], [-0.1, 0.3, 0.1], [0.5, -0.2, 0.1], [0.0, 0.0, 0.0], [-0.1, 0.0, 0.0], [0.1, 0.0, 0.1], [-0.2, 0.1, -0.2], [0.3, 0.0, 0.2], [-0.2, -0.1, 0.0], [0.2, 0.0, -0.1], [-0.1, 0.0, 0.0], [0.0, 0.0, 0.0], [0.1, -0.1, 0.0], [0.1, 0.0, 0.0], [0.0, 0.0, 0.0], [0.0, 0.0, 0.0], [-0.1, 0.0, 0.0], [0.0, 0.0, 0.0], [0.0, 0.0, 0.0], [0.0, 0.0, 0.0], [0.0, 0.0, 0.1], [0.1, 0.0, -0.2], [0.0, -0.3, 0.2], [-0.1, 0.2, -0.2], [0.1, 0.0, 0.2], [-0.1, 0.0, -0.2], [0.0, 0.0, 0.0], [0.0, 0.0, 0.0], [0.0, 0.1, -0.1], [0.0, 0.0, -0.1], [0.0, 0.0, 0.0], [0.0, 0.0, 0.0], [0.0, 0.0, 0.1], [0.1, 0.0, 0.0], [0.0, 0.0, 0.0], [0.0, 0.0, 0.0], [0.0, -0.1, 0.1], [0.0, 0.2, -0.1], [0.1, -0.2, 0.2], [0.0, 0.2, -0.2], [-0.2, -0.1, 0.2], [0.1, 0.1, -0.1], [0.0, 0.0, 0.0], [0.0, 0.0, 0.0], [0.0, 0.1, -0.1], [0.0, 0.0, 0.0], [0.0, 0.0, 0.0], [0.0, 0.0, 0.0], [-0.1, 0.0, 0.0], [0.0, 0.0, 0.1], [0.0, 0.0, 0.0], [0.0, 0.0, -0.1]], "lumo_energy_ev": -3.56, "total_charge": 1, "orbital_gap_ev": 7.3781}

[6]
{"formula": "C4H10NO3", "method": "ωB97M-V/def2-TZVPD", "species": ["C", "N", "C", "C", "C", "O", "O", "H", "H", "H", "H", "H", "H", "H", "H", "H", "H", "O"], "coordinates": [[-0.90332, 0.93167, -1.54287], [-1.32093, 1.05580, -0.13152], [-1.97037, -1.41823, 0.23815], [-1.07924, -0.20882, 0.65373], [0.49049, -0.53216, 0.76834], [0.86958, -0.68835, 1.95541], [1.16156, -0.59511, -0.32077], [-0.87711, -0.12329, -1.97841], [0.14339, 1.36546, -1.54879], [-1.61218, 1.57899, -2.11762], [-2.30612, 1.17601, -0.09824], [-1.59554, -1.77360, -0.71227], [-1.88341, -2.21108, 0.91491], [-2.97719, -1.18324, 0.11344], [-1.35031, 0.02653, 1.60413], [2.82857, 0.25762, -0.71853], [2.18493, 1.55162, -1.49966], [2.65212, 1.19715, -0.85244]], "atomic_forces_ev_per_a": [[0.6, 0.6, -0.3], [1.6, -2.6, 0.1], [3.1, 0.6, -1.2], [-0.6, 0.7, -1.8], [1.7, -0.3, -4.6], [-0.5, 0.1, 0.0], [-2.7, -0.8, 3.8], [-0.1, 1.4, 0.6], [-1.4, -0.6, -0.6], [0.8, -0.5, 0.2], [-0.9, 0.3, 0.3], [-0.1, -0.3, -0.3], [0.2, -1.2, 1.2], [-1.7, 0.9, 0.0], [-0.9, 0.8, 2.9], [-1.0, 0.5, -1.1], [-3.1, 1.1, -4.7], [4.9, -0.7, 5.5]], "lumo_energy_ev": [0.75, -3.68], "multiplicity": 2, "s_squared": 0.76, "orbital_gap_ev": [10.5325, 5.9928]}

ΔE to the lowest compared entry with this formula, charge and spin for the records above, in order: 1.132, 1.459, 3.060, 0.000, 2.866, 2.679 eV